Computed, not measured: C25H28N9O3S2Sn as an isolated structure in a non-equilibrium geometry, with the ωB97M-V functional and the def2-TZVPD basis.

Geometry (Å):
Sn (-1.506, 0.573, -0.759)
S (-3.191, 2.696, 0.465)
C (-2.251, 3.164, 1.784)
N (-2.457, 4.300, 2.418)
N (-2.253, 4.518, 3.676)
C (-2.538, 3.677, 4.740)
C (-2.194, 4.087, 6.034)
C (-2.576, 3.319, 7.116)
C (-3.309, 2.155, 6.928)
C (-3.658, 1.753, 5.645)
C (-3.266, 2.496, 4.554)
N (-1.196, 2.414, 2.233)
N (-0.357, 1.929, 1.446)
C (0.765, 1.289, 1.898)
C (0.935, 0.837, 3.217)
C (2.111, 0.211, 3.570)
C (3.137, 0.060, 2.643)
C (2.980, 0.521, 1.342)
C (1.796, 1.121, 0.964)
H (-2.076, 5.498, 3.894)
H (-1.634, 4.998, 6.180)
H (-2.315, 3.630, 8.115)
H (-3.620, 1.566, 7.775)
H (-4.249, 0.863, 5.495)
H (-3.561, 2.191, 3.562)
H (0.137, 0.975, 3.932)
H (2.243, -0.159, 4.575)
H (4.059, -0.411, 2.947)
H (3.782, 0.420, 0.626)
H (1.647, 1.485, -0.042)
C (1.478, 0.415, -5.761)
C (1.775, -1.030, -5.379)
C (0.722, -1.659, -4.443)
C (1.161, -3.110, -4.111)
C (0.220, -3.859, -3.175)
C (-0.610, -1.759, -5.157)
O (-0.730, -2.088, -6.305)
N (-1.725, -1.520, -4.372)
C (-1.691, -1.009, -3.110)
O (-2.731, -0.841, -2.465)
N (-0.523, -0.651, -2.574)
C (0.678, -0.890, -3.122)
O (1.700, -0.567, -2.548)
H (2.301, 0.800, -6.358)
H (1.374, 1.043, -4.878)
H (0.568, 0.485, -6.354)
H (2.744, -1.078, -4.880)
H (1.810, -1.639, -6.284)
H (2.159, -3.057, -3.670)
H (1.234, -3.648, -5.058)
H (0.139, -3.367, -2.207)
H (0.596, -4.867, -3.020)
H (-0.777, -3.941, -3.598)
H (-2.641, -1.670, -4.785)
C (2.103, -3.455, 1.708)
N (1.866, -2.672, 0.513)
C (2.914, -2.576, -0.480)
C (0.817, -1.930, 0.457)
N (-0.162, -1.312, 0.473)
H (2.479, -4.439, 1.427)
H (1.168, -3.566, 2.253)
H (2.836, -2.965, 2.356)
H (3.850, -2.264, -0.012)
H (2.639, -1.847, -1.242)
H (3.069, -3.548, -0.951)
S (-3.558, 3.172, -4.344)
C (-2.671, 2.570, -3.183)
N (-1.964, 2.160, -2.332)

Properties
LUMO level (spin up / spin down), eV: -6.551 / -6.754
Relative energy (zero: lowest compared OMol25 entry of this formula, charge and spin), kcal per mole: 91.41
Kohn-Sham gap (spin up / spin down), eV: 3.654 / 3.565
Charge: +1